[1]
59
Properties=species:S:1:pos:R:3 method="wB97M-V/def2-TZVPD" energy_ha=-1528.08747 multiplicity=1 total_charge=-1 e_lumo_ev=1.827
O 5.43573 1.86271 -1.96245
H 4.96935 1.04506 -1.63458
O 2.77425 -1.55696 -1.82001
H 2.80769 -1.78688 -2.78860
H 2.89496 -0.57500 -1.82064
O 3.65730 2.57353 0.68771
H 3.16132 1.77819 0.47440
H 3.31780 3.40838 0.70020
O 0.61150 3.49281 -1.48591
H 0.03232 2.62780 -1.45478
H 5.63691 2.41001 -1.18557
O 1.61286 -3.92424 -0.29364
H 1.90018 -3.03506 -0.53156
H 0.65335 -3.82055 0.06978
O -3.40181 1.50682 -2.81768
H -2.53231 1.77827 -2.27002
H -3.32664 0.78240 -3.42095
O -2.03362 -3.67359 3.27325
H -1.46637 -3.45542 2.54200
H -1.80683 -3.00425 3.92237
O 0.93588 0.80041 -0.13265
H 0.83353 3.63253 -0.52354
H 0.28162 1.02706 -0.65793
O 0.31082 -5.86980 -0.77155
H 1.10672 -6.05878 -0.49650
H 0.75966 -4.93996 -1.15005
O -2.01153 5.68952 -0.88455
H -2.66114 5.30712 -1.59386
H -1.71265 4.95489 -0.51745
O -1.41486 -4.29972 0.62138
H -2.34054 -4.50110 0.28574
H -0.81147 -4.85326 0.14626
O 0.96884 -0.74595 2.86573
H 0.82799 0.07653 2.53596
H 0.92134 -1.34259 2.18850
O -0.27373 0.49597 -2.76782
H -1.04677 1.01881 -2.25972
H 0.44148 1.26902 -2.85733
O -1.38790 1.65758 -0.92562
H 1.16381 -0.12118 -0.42423
H -1.85911 1.19623 -0.38497
O -1.58826 0.29357 -5.09286
H -1.44805 0.76966 -4.28699
H -0.93246 -0.47250 -5.04173
O -5.57957 -0.32720 1.64066
H -4.79697 -0.52893 1.09805
H -5.59476 0.61435 1.17166
O -0.18494 1.20128 5.09783
H -0.62965 1.13179 5.91867
H 0.01232 0.30398 4.86827
O 2.56547 1.34721 -2.72308
H 3.28918 1.91487 -2.43313
H 1.81556 1.80270 -2.31034
O -3.33311 2.72658 3.22108
H -3.27225 3.04136 2.33209
H -2.45190 2.45402 3.43292
O 2.13154 -3.14121 4.36074
H 2.41492 -3.67314 3.60934
H 1.08905 -3.05094 4.02381

[2]
78
Properties=species:S:1:pos:R:3 method="wB97M-V/def2-TZVPD" energy_ha=-3975.20896 multiplicity=1 total_charge=+4 e_lumo_ev=-17.211
C -1.96733 0.17880 5.04108
C -1.70036 1.56109 4.21730
C -3.12824 1.99260 3.52445
C -2.96450 2.23917 1.93652
C -4.35111 2.17214 1.10011
C -5.25080 0.86564 1.39349
C -4.41778 -0.51194 1.49512
C -3.71266 -0.87389 0.09184
C -2.69377 -2.13323 0.26691
C -2.18012 -2.53451 -1.22146
C -1.21750 -3.83424 -1.16743
C -0.17496 -3.86805 0.08595
C 0.73305 -2.50611 0.23002
C 2.29632 -2.88918 0.27787
C 3.28394 -1.60216 0.53285
C 3.93740 -0.99990 -0.81395
C 3.05687 0.09888 -1.59992
C 1.73854 0.59204 -0.85104
N 0.84912 0.88811 -0.07819
N 3.98614 1.26928 -1.88029
C 4.19665 2.11606 -0.68152
C 3.38834 3.53784 -0.86813
C 2.35697 3.87252 0.33393
C 0.90435 4.14046 -0.33241
C 2.57130 -0.38324 -3.09890
Br 1.88963 -2.24514 -3.16555
C 1.29341 0.57505 -3.43592
N 0.28662 1.21724 -3.67081
O 3.56016 -0.07839 -4.09113
B 3.28045 -0.71629 -5.37753
O 4.10054 -1.84847 -5.78902
O 2.27558 -0.29444 -6.32138
H -2.63683 0.36301 5.97110
H -0.93956 -0.26411 5.33562
H -2.51032 -0.58748 4.37502
H -0.87802 1.38390 3.42087
H -1.36614 2.41499 4.91389
H -3.44670 2.99506 3.99302
H -3.92354 1.21722 3.80706
H -2.19419 1.48510 1.54148
H -2.53232 3.30230 1.77958
H -4.97527 3.11611 1.36509
H -4.07104 2.25903 -0.01908
H -5.74248 1.02993 2.42981
H -6.11232 0.83506 0.62659
H -5.11208 -1.38143 1.78148
H -3.58342 -0.44971 2.29640
H -4.44642 -1.17848 -0.74334
H -3.05848 -0.00453 -0.30730
H -3.20566 -3.07144 0.71473
H -1.84572 -1.76892 0.95261
H -1.52362 -1.66562 -1.63011
H -3.04729 -2.63076 -1.98866
H -0.73661 -3.95803 -2.19893
H -1.93874 -4.76688 -1.03910
H 0.58497 -4.72119 -0.14830
H -0.75418 -4.11366 1.07925
H 0.43843 -1.84173 -0.65212
H 0.46411 -2.02753 1.23776
H 2.44245 -3.54929 1.22514
H 2.67251 -3.49987 -0.61728
H 2.81030 -0.81944 1.23216
H 4.16979 -2.05053 1.14033
H 4.22971 -1.91203 -1.47397
H 4.95674 -0.53590 -0.50008
H 4.92725 0.88360 -2.13772
H 5.32576 2.40772 -0.68698
H 4.01211 1.59672 0.32235
H 4.15847 4.40766 -0.89965
H 2.91481 3.51387 -1.91713
H 2.67413 4.88281 0.81744
H 2.35588 3.10391 1.18220
H 0.83144 3.78060 -1.43904
H 0.73188 5.27948 -0.35313
H 0.10831 3.58356 0.27360
H 3.49854 -2.53419 -6.18431
H 1.92661 0.60514 -6.10135
Zr -1.87580 -5.10760 1.09315